Computed, not measured: a molecular structure, C42H48BrF2N2O3P2Sr, with the ωB97M-V functional and the def2-TZVPD basis.

As for the HOMO-LUMO gap: 0.242 hartree. The value obtained for the total energy is -5451.827216 Ha.

```
! RIJCOSX wB97M-V def2-TZVPD def2/J DEFGRID3
* xyz -1 1
Sr 0.3550 0.3069 0.9874
Br 3.9638 3.4578 1.4660
P -2.4673 1.2414 -1.0794
P 0.6633 -2.3436 -0.5359
F 1.7691 -1.7950 6.3233
F 5.3439 -0.2279 3.7985
O 0.4908 2.4934 1.9722
O 0.7150 2.2486 -0.2529
O 0.6271 0.9275 -2.9229
N 2.9530 0.4416 0.4788
N -1.6943 -1.0151 0.7227
C 3.4348 0.8482 -0.7069
C 5.6135 0.0776 -0.2028
C 3.7983 -0.1233 1.3701
C 3.0801 6.0302 0.7241
C -4.0209 3.6670 -1.7195
C 0.8189 6.6485 0.1892
C -0.1242 -2.9957 -2.1178
C -2.7055 -4.4310 1.8303
C -0.3261 -4.5019 -2.2902
C 5.1355 -0.3507 1.0236
C 2.3465 -3.0981 -0.3440
C 0.8220 2.9197 0.8347
C -3.8922 0.5671 -2.0589
C 1.3847 -1.2287 4.0634
C 1.3443 4.3419 0.7258
C 2.1559 6.9978 0.3566
C -1.6700 -2.3731 0.9857
C -4.5116 1.5626 2.5380
C 3.5744 -1.0213 5.0657
C 3.2062 -2.6303 -1.5331
C -2.7842 -3.0904 1.4995
C 2.2377 -1.3515 5.1355
C -1.6120 3.5700 -2.3605
C -3.9946 0.4798 3.2494
C 2.5913 -4.5928 -0.1067
C 4.7547 0.7125 -1.0878
C -3.1036 0.9649 0.6337
C -3.0683 -0.3625 2.6689
C -2.6510 3.0951 -1.3311
C 3.2262 -0.5121 2.7028
C -0.4669 -4.4873 1.0191
C -1.5217 -5.1395 1.6426
C -2.6258 -0.1834 1.3326
C -3.6626 0.7570 -3.5598
C 2.6648 4.7196 0.9183
C -0.5125 -3.1406 0.6471
C 0.5177 -2.4339 -3.3957
C -4.0462 1.7956 1.2551
C 4.0319 -0.5990 3.8359
C 0.4267 5.3316 0.3648
C 1.8396 -0.7913 2.8069
C -4.0690 -0.9281 -1.7473
H 0.7003 1.2649 -2.0175
H 0.7655 -1.3770 -3.3079
H 4.2290 -1.0669 5.9270
H 0.3336 -1.4850 4.2283
H 1.4311 -2.9827 -3.6496
H -1.4399 -6.1853 1.9211
H 0.6263 -4.9951 -2.5242
H -0.5909 3.3806 -2.0255
H 5.7892 -0.8573 1.7161
H 2.6931 -2.5730 0.5494
H 2.2979 -4.9066 0.8955
H -0.6145 5.0513 0.2235
H 2.0775 -5.2246 -0.8381
H 3.1337 -3.3487 -2.3572
H -0.1747 -2.5581 -4.2392
H -0.7624 -4.9827 -1.4177
H -1.7201 4.6471 -2.5394
H -3.1893 -1.4980 -2.0708
H -4.7951 3.5260 -0.9689
H -1.1097 -2.5298 -2.0077
H -4.3934 3.2385 -2.6535
H -2.3696 3.4968 -0.3532
H 4.2576 -2.5659 -1.2363
H 2.7244 1.3206 -1.3766
H -3.9221 4.7445 -1.8787
H -4.2048 -1.1172 -0.6785
H -5.2471 2.2207 2.9828
H -4.9430 -1.3243 -2.2782
H -2.7259 0.2735 -3.8677
H -4.4270 2.6550 0.7246
H 5.0888 1.0777 -2.0531
H -1.0014 -4.6831 -3.1385
H -4.7940 1.0982 -1.7463
H 4.1252 6.2841 0.8654
H -3.7187 -2.5654 1.6493
H -0.3319 0.9111 -3.0314
H 6.6541 -0.0873 -0.4671
H -3.5816 -4.9305 2.2361
H 0.4123 -5.0656 0.7816
H 2.9106 -1.6519 -1.9209
H -4.4718 0.2889 -4.1299
H -4.3082 0.3023 4.2734
H 0.0851 7.4010 -0.0796
H -3.6085 1.8049 -3.8594
H -2.6472 -1.1758 3.2475
H 2.4815 8.0203 0.1993
H 3.6670 -4.7906 -0.1980
H -1.7464 3.0643 -3.3257
*
```

Mulliken population analysis, charges in e, atoms 1 to 6: atom 1 (Sr): 0.42, atom 2 (Br): -0.11, atom 3 (P): 1.99, atom 4 (P): 1.63, atom 5 (F): -0.37, atom 6 (F): -0.40



Computed, not measured: 11 unconnected molecules or ions with the total composition C54H132Cl6N8, with the ωB97M-V functional and the def2-TZVPD basis.

As for the HOMO-LUMO gap: 0.314 hartree. The value obtained for the total energy is -5335.703499 Ha. Its SMILES is CCN(CC)CC.CCN(CC)CC.CCN(CC)CC.CCN(CC)CC.CCN(CC)CC.CCN(CC)CC.CCN(CC)CC.CCN(CC)CC.ClCCCl.ClCCCl.ClCCCl.

```
! RIJCOSX wB97M-V def2-TZVPD def2/J DEFGRID3
* xyz 0 1
Cl -4.1444 3.5165 2.4365
Cl -1.8596 -2.2942 -3.4459
Cl 3.6323 -4.4704 -4.4890
Cl 1.8253 -3.8482 -7.0226
Cl -4.0306 -4.0299 -0.1425
Cl -1.6667 1.3950 3.8739
N 0.8581 -6.3574 1.4092
N 4.9877 -0.9218 -0.2089
N 2.1603 0.9254 5.9283
N 2.3429 1.6773 -5.3871
N 1.4616 4.8016 0.5168
N -3.9348 1.8733 -3.5465
N 0.1441 -1.0437 0.1553
N -6.1910 0.3226 1.9563
C 2.8146 4.7468 1.0471
C -1.3735 -5.7344 2.4116
C 1.7373 1.3870 4.5777
C 2.7091 2.1028 6.6459
C 1.4344 5.4428 -0.7915
C 0.1097 1.4901 0.1426
C -4.1195 -0.6114 1.0744
C 0.3644 4.8940 -1.6774
C 0.3689 0.8072 -4.0292
C 1.2052 3.8697 -5.8571
C 1.9356 -5.4165 3.5222
C 1.8998 -5.9617 0.4660
C -0.7965 -1.8188 2.3434
C -3.0502 2.8064 -5.6720
C -5.5441 -0.9212 1.5495
C -3.3835 1.5487 -4.8772
C 0.7274 -1.0761 6.0723
C 0.5030 5.3687 1.4953
C 0.2164 4.5150 2.7376
C -2.8571 2.4405 -2.6409
C 6.3038 1.2409 -0.6492
C -6.3148 1.3250 0.8978
C 1.4457 -6.6226 2.7118
C -2.8438 2.4110 4.6906
C -5.8578 0.3051 -3.5325
C 4.9586 0.4531 -0.8429
C 1.9007 -4.7289 -4.3685
C 2.8651 1.5873 3.6160
C -0.2689 -5.3749 1.4266
C -8.0989 1.4037 3.1912
C 1.3356 -1.1299 -0.7117
C -4.1892 2.5694 3.9968
C -7.1003 1.0079 -0.3002
C 3.6805 3.7112 0.3239
C 5.9880 -1.8223 -0.7597
C 1.5359 -2.5423 -1.4031
C 1.6805 2.4873 -6.3780
C 6.0210 -2.0174 -2.2790
C 4.1677 -2.0211 1.8946
C 0.4065 -1.3656 1.5456
C -7.4840 0.0912 2.7294
C 1.2313 -3.7612 -5.2882
C 3.5488 1.7241 7.8056
C 2.6456 0.3341 -5.9030
C -2.4703 -2.6849 -1.7792
C 4.9618 -0.8431 1.2690
C -4.4500 0.6366 -2.9481
C -3.3647 3.0158 -1.3133
C -3.3010 -3.9259 -1.8114
C 1.6682 1.6105 -4.1250
C 1.0775 0.2888 6.6377
C -0.6442 0.1786 -0.0913
C 1.3509 -6.1540 -1.0136
C 3.5468 -0.4661 -5.0208
H -2.2642 3.3229 4.8140
H 2.2515 -7.3271 2.6485
H 1.0346 1.5634 -0.4525
H 4.5859 -0.0508 -5.0643
H -5.8208 0.1687 -4.6251
H 1.4222 -2.7051 -5.1039
H -8.2044 -0.5297 2.1719
H 2.4910 -5.7460 4.3907
H 0.5225 1.5202 1.1749
H -1.6100 -2.7044 -1.0958
H 3.2965 5.7289 0.9454
H -0.5323 2.3652 0.0722
H -2.1392 1.6474 -2.3798
H 4.3718 1.0549 7.4944
H 4.1876 0.9865 -0.3925
H 0.9052 -0.5349 2.0988
H -6.6710 0.1583 -0.8306
H -0.2556 -1.3140 6.4780
H 3.1362 0.5752 3.2646
H -3.7398 0.1110 1.8201
H 0.1777 -3.9435 -5.2655
H 1.1607 0.6075 4.1056
H 3.4045 3.7002 -0.7265
H 1.3417 6.5388 -0.6541
H 1.4967 2.5949 -3.7637
H -1.5703 -6.7988 2.4487
H 2.3007 -4.9671 0.6693
H 6.6752 -2.8226 -2.5630
H 3.9544 2.5878 8.3180
H 2.3849 2.5774 -7.2069
H -0.4018 5.5564 0.9141
H -2.4589 3.2736 -3.2147
H 2.2207 -0.7492 -0.1741
H -6.5818 1.0561 -3.2099
H 6.3991 1.4166 0.3986
H -3.5385 2.2832 -0.5453
H -1.4462 -1.0178 2.6258
H -3.6028 -1.5592 1.0150
H 1.2288 -0.4068 -1.5475
H 1.9798 4.4261 -5.3373
H 0.1278 0.9225 6.7485
H -2.7394 -4.8526 -1.9164
H -0.4548 -2.2192 3.2876
H 1.1027 4.3951 3.3394
H 1.6348 -5.7774 -4.6547
H 7.0279 -1.6102 -0.3422
H 0.5108 -1.1625 5.0053
H -2.5543 0.8342 -4.8174
H -7.1680 1.8141 -1.0306
H 0.6888 -5.3768 -1.3771
H 2.7344 -6.6158 0.6658
H 1.0426 2.2245 4.6445
H -4.0951 -3.9069 -2.5225
H 3.1967 0.5538 -6.8329
H 3.7228 2.1468 4.0399
H -6.0677 -0.6314 -3.1039
H 2.7086 4.5346 2.0841
H 0.0428 -4.3979 1.7078
H 1.5839 -4.5109 -3.3357
H -6.5999 2.2532 1.3643
H 2.9843 1.1689 8.5252
H -2.9427 1.9368 5.6740
H -1.5318 0.1998 0.5350
H -4.8274 3.1492 4.6516
H -4.1357 -0.1798 0.0485
H -3.9267 3.4670 -5.5468
H 4.5592 -2.9233 1.4452
H 1.1331 -4.7951 3.8682
H 2.6078 -4.7272 2.9857
H -2.2919 -5.2196 2.1397
H 5.0494 -2.3007 -2.6861
H -2.6609 3.7302 -0.8980
H -7.3518 2.0907 3.5849
H 1.4516 -1.8596 6.3780
H 0.7643 4.4652 -6.6751
H -5.2797 1.4997 0.5823
H 1.7243 -0.1600 -6.1600
H -1.0966 -5.4894 3.4379
H -0.5850 5.0009 3.3168
H -8.5673 1.8954 2.3560
H -7.2156 -0.4881 3.6207
H -5.5258 -1.5201 2.4160
H -3.7757 -0.2013 -3.1683
H -0.2827 1.1258 -3.1814
H -0.5775 5.1032 -1.1398
H 5.9584 -0.7405 1.7265
H 1.8575 2.8162 6.9600
H 6.3291 -1.1308 -2.8831
H -4.5064 0.7939 -1.8386
H 4.7344 0.2859 -1.8472
H -4.1972 1.0291 -5.4093
H -0.7103 -5.3909 0.4094
H -9.0083 1.3056 3.7915
H 1.1679 -2.1558 1.5033
H 0.5354 -0.2934 -3.9759
H 5.7886 -2.8201 -0.3767
H -2.1235 3.2990 -5.2701
H 0.3613 5.3893 -2.6021
H 0.7078 -7.1844 3.2611
H 2.4756 -2.6130 -1.9024
H -1.4066 -2.5561 1.8255
H 3.1051 -1.9632 1.5988
H 7.0823 0.5819 -1.0284
H 2.3638 1.2538 -3.3382
H 6.2476 2.1829 -1.1399
H 4.4678 0.1207 1.5866
H -0.2233 0.9250 -4.9434
H 0.7252 2.0264 -6.7456
H 4.2144 -2.1541 2.9619
H -0.1035 3.4943 2.4058
H 3.3942 2.7439 0.7296
H -6.0057 -1.5831 0.7940
H -3.1102 -1.8341 -1.5533
H 3.6569 -1.4929 -5.4390
H 1.4523 -3.3322 -0.5945
H 3.2627 2.6813 5.9248
H 2.5039 2.1093 2.7134
H 0.8778 6.3459 1.7969
H 0.8732 -7.1179 -1.0949
H 0.6590 -2.6875 -2.0697
H 2.2139 -6.1024 -1.6884
H 3.2107 -0.4965 -3.9667
H 4.7668 3.7989 0.4892
H 0.4650 3.8008 -1.8241
H -2.8301 2.6441 -6.7507
H -0.9645 0.2362 -1.1112
H -4.6236 1.6079 3.7042
H 1.4478 0.1204 7.6561
H -8.1347 0.7371 -0.0872
H 0.2839 3.8520 -5.2008
H -4.3203 3.5680 -1.4028
H 2.4216 5.3217 -1.3263
*
```

Mulliken population analysis, charges in e, atoms 1 to 6: atom 1 (Cl): -0.20, atom 2 (Cl): -0.20, atom 3 (Cl): -0.17, atom 4 (Cl): -0.21, atom 5 (Cl): -0.18, atom 6 (Cl): 0.18



Computed, not measured: 5 unconnected molecules or ions with the total composition C10H30O5, with the ωB97M-V functional and the def2-TZVPD basis.

As for the HOMO-LUMO gap: 0.356 hartree. The value obtained for the total energy is -774.895828 Ha. Its SMILES is CCO.CCO.CCO.CCO.CCO.

```
! RIJCOSX wB97M-V def2-TZVPD def2/J DEFGRID3
* xyz 0 1
O 1.6166 -4.8368 -11.2255
O -1.7597 -4.1181 -12.2937
O -3.6042 -4.8105 -6.7824
O -2.0076 -8.5041 -3.7622
O -1.9998 -4.3519 -8.6337
C 1.7296 -4.6247 -8.8241
C -1.0955 -5.1653 -7.8830
C -2.0790 -3.6550 -10.9516
C -1.9790 -7.1837 -4.3010
C 0.8462 -4.7988 -10.1096
C -1.1757 -2.4393 -10.5378
C -4.0013 -3.5180 -6.6547
C -2.9333 -2.5312 -7.1385
C -1.8901 -6.4329 -7.5619
C -2.9313 -7.0644 -5.4090
H -1.9635 -4.4912 -10.2621
H -2.7503 -4.1656 -8.0647
H 0.2507 -5.7017 -9.9749
H -2.4164 -2.8008 -8.0595
H -0.1549 -5.4674 -8.3434
H -2.9570 -6.2621 -7.4180
H -2.0942 -2.7815 -6.4893
H 0.9033 -4.8310 -11.8678
H -0.8630 -4.7163 -6.9174
H -3.9537 -7.2836 -5.1010
H -3.1184 -3.3472 -10.8371
H -0.9250 -4.5863 -12.3697
H 1.4172 -3.7881 -8.1990
H -1.1905 -2.3853 -9.4493
H -4.0707 -3.2391 -5.6033
H -1.9837 -6.3680 -3.5781
H -3.0246 -1.4453 -7.1608
H 2.7743 -4.4809 -9.0998
H -4.3728 -5.3565 -6.6014
H 0.3136 -3.8519 -10.1986
H -1.5988 -8.5358 -2.8942
H -2.6872 -7.8530 -6.1207
H -2.7900 -6.0907 -5.8781
H -0.9666 -7.0978 -4.6958
H -1.9516 -7.0509 -8.4577
H 1.7484 -5.5170 -8.1985
H -5.0136 -3.3145 -7.0039
H -1.5179 -1.5571 -11.0789
H -0.1524 -2.5862 -10.8835
H -1.4407 -6.9595 -6.7199
*
```

Mulliken population analysis, charges in e, atoms 1 to 6: atom 1 (O): -0.60, atom 2 (O): -0.56, atom 3 (O): -0.52, atom 4 (O): -0.53, atom 5 (O): -0.34, atom 6 (C): -1.23



Computed, not measured: a molecular structure, C56H72HfNO8P4S2, with the ωB97M-V functional and the def2-TZVPD basis.

As for the HOMO-LUMO gap: 0.275 hartree. The value obtained for the total energy is -5042.955030 Ha.

```
! RIJCOSX wB97M-V def2-TZVPD def2/J DEFGRID3
* xyz 3 1
Hf 0.5098 -0.4962 -0.0222
S 0.5462 -3.0364 -1.1314
S -3.3906 -2.3342 -0.3747
P -1.8953 1.5011 -1.0028
P -0.9440 1.2000 1.8085
P 0.0119 -1.8719 2.4825
P 0.8177 2.0827 -2.0449
O 1.1198 1.4509 -0.6895
O 1.5114 -3.6035 -0.2454
O -3.1063 1.2299 -3.2365
O 1.6698 3.3296 -2.3575
O 1.0545 0.9352 -3.0605
O 1.0941 -1.7898 -1.7833
O -1.1505 0.1504 -1.0613
O -3.1238 2.8160 0.9537
N -0.7196 -2.3921 -0.3690
C -1.2522 -4.3497 2.1381
C 0.1209 -5.0412 -3.0932
C -1.2530 -5.7340 2.0295
C 1.1272 -5.7665 2.3859
C -1.7241 -1.3023 2.7035
C -3.4875 1.5183 -1.9060
C -0.1788 -0.0123 -4.8804
C -0.2891 2.8756 4.0190
C 2.2629 0.5943 -5.1175
C 1.0973 4.8332 3.7945
C -0.8496 -5.7952 -3.7413
C 3.8168 -1.5802 0.4300
C 3.6481 1.4427 3.5366
C 3.6826 3.8795 -1.1277
C 3.1669 3.3212 -2.4313
C 4.2079 -1.8654 1.7371
C 1.1332 -4.3866 2.4842
C -3.9071 -0.9641 -3.9356
C -4.2990 2.7969 -1.9252
C -0.0656 -6.4416 2.1551
C -2.0906 1.8504 0.6594
C -1.9133 -2.8503 -0.8531
C -2.7471 4.1513 0.6255
C -0.3291 -4.1013 -2.1905
C -3.9311 1.0396 -5.4644
C 4.0930 -0.9203 2.7464
C -0.1515 2.6077 2.6584
C 4.2482 -2.4269 -0.7466
C -4.0985 0.5321 -4.0491
C -1.6799 -3.8963 -1.8915
C 4.5866 -3.8681 -0.3790
C -4.8955 1.2403 1.5505
C -0.0575 -3.6717 2.3628
C 0.3323 3.9848 4.5811
C 1.2346 4.5766 2.4351
C -4.1684 4.0295 -1.4292
C -0.8799 2.6398 -2.0427
C -4.2288 2.5110 1.9983
C 0.9186 0.9661 -4.5380
C 3.5393 4.1418 -3.6394
C 0.6734 -2.5251 5.1238
C 1.0787 -2.2193 6.4139
C 3.0220 0.5896 1.2555
C -2.2015 -5.6045 -3.4674
C -1.7540 0.1771 3.1035
C 5.4603 -1.7460 -1.4041
C 1.5162 -0.9370 6.7243
C 3.1462 -0.3642 0.2215
C 1.1639 -0.2706 4.4429
C 0.6123 3.4741 1.8713
C 3.5575 0.3468 2.5119
C -2.6311 -4.6597 -2.5391
C -5.1471 3.6987 2.0573
C 0.7253 -1.5518 4.1208
C -3.2085 4.6549 -0.5048
C 1.5509 0.0377 5.7387
H -4.6487 4.6035 2.4001
H 3.7593 1.0384 4.5413
H 0.1228 -1.0173 -4.5810
H -4.1849 0.4379 1.3505
H 6.2969 -1.6877 -0.7061
H -4.0434 -1.3218 -2.9163
H -5.1301 2.6803 -2.6149
H -2.9037 -1.2403 -4.2681
H -2.9488 0.7718 -5.8544
H -5.5663 0.9128 2.3454
H 1.0489 -2.9825 7.1790
H -2.1839 -6.2594 1.8648
H -4.9005 4.7439 -1.7932
H 2.5813 1.5570 1.0446
H 4.6850 -2.8101 1.9592
H -2.7786 0.5010 3.2792
H 0.7214 3.2835 0.8098
H -4.6347 -1.4746 -4.5668
H -2.1879 -3.8119 2.0470
H 0.2112 4.1855 5.6370
H 2.9562 -0.0569 -0.8101
H -0.0698 -7.5206 2.0846
H 2.0507 -6.3190 2.4909
H 1.8266 5.2376 1.8159
H 2.7785 2.1031 3.5106
H -5.0899 0.8145 -3.6795
H 3.0312 1.3176 -4.8469
H -1.1073 0.2475 -4.3712
H 1.1978 0.4959 3.6809
H 5.2267 -0.7331 -1.7371
H 2.5593 -0.3940 -4.7650
H -4.0468 2.1215 -5.5103
H -2.2006 -1.9153 3.4717
H -2.9141 5.6736 -0.7325
H -0.8772 2.2353 4.6606
H 1.1747 -5.1892 -3.2845
H -3.6808 -4.5252 -2.3157
H 3.3589 3.2762 -0.2791
H -2.0802 4.6105 1.3412
H 4.7765 -4.4444 -1.2839
H -5.4964 1.4250 0.6594
H -0.9517 3.6607 -1.6635
H 3.7745 -4.3492 0.1649
H 3.1152 3.7246 -4.5518
H 4.4723 -1.1566 3.7336
H 3.4376 -2.4268 -1.4770
H 5.7844 -2.3215 -2.2708
H 0.3215 -3.5231 4.9006
H -1.2828 2.6235 -3.0596
H -4.0727 0.6979 -1.4648
H 3.3391 4.9056 -0.9980
H 4.5277 2.0564 3.3319
H 2.1962 0.5666 -6.2045
H 3.1889 5.1670 -3.5244
H 4.7722 3.8870 -1.1451
H -0.5520 -6.5458 -4.4601
H 1.5812 5.6940 4.2349
H 1.8810 1.0411 5.9784
H 3.4647 2.2778 -2.5631
H -3.6585 2.4009 2.9197
H 2.0666 -3.8592 2.6520
H -5.9296 3.4631 2.7795
H -5.6234 3.8752 1.0937
H -2.2602 -1.4672 1.7634
H -1.2123 0.3098 4.0385
H 1.8246 -0.6986 7.7330
H 4.6240 4.1585 -3.7423
H 5.4959 -3.9178 0.2222
H -4.6845 0.5864 -6.1076
H 0.6477 1.9875 -4.8181
H -0.3525 -0.0066 -5.9561
H -2.9329 -6.2128 -3.9818
*
```

Mulliken population analysis, charges in e, atoms 1 to 6: atom 1 (Hf): 1.11, atom 2 (S): 0.81, atom 3 (S): -0.25, atom 4 (P): 0.64, atom 5 (P): 1.26, atom 6 (P): 2.21